[1]
This record from the OMol25 dataset describes a gas-phase ion, C8H17N4O2 (charge +1) in a non-equilibrium geometry. The level of theory is the ωB97M-V functional and the def2-TZVPD basis.

SMILES: NC(=[NH2+])[C@H](N1CCCCCC1)[N+](=O)[O-]
Spin multiplicity: 1
Total charge: +1
Kohn-Sham gap, eV: 8.360
Energy relative to the best compared isomer or geometry (same formula, charge and spin), kcal per mole: 79.7
Calculated total energy, Ha: -684.1391
Strongest force on any atom, eV Å⁻¹: 3.830

Cartesian coordinates (Å):
1 N 2.426 1.291 2.382
2 C 1.471 1.439 1.444
3 N 1.333 2.552 0.776
4 C 0.488 0.382 1.293
5 N 0.624 -0.339 0.071
6 C 0.508 -1.793 0.116
7 C -0.953 -2.315 -0.102
8 C -1.550 -1.757 -1.423
9 C -1.810 -0.288 -1.344
10 C -0.707 0.620 -1.778
11 C 0.636 0.314 -1.151
12 N -0.981 0.946 1.227
13 O -1.770 0.135 1.576
14 O -1.225 2.082 0.924
15 H 2.650 0.340 2.818
16 H 3.328 1.901 2.255
17 H 0.503 2.724 0.179
18 H 1.872 3.363 0.986
19 H 0.572 -0.313 2.115
20 H 0.859 -2.287 1.024
21 H 1.090 -2.273 -0.646
22 H -1.583 -1.928 0.788
23 H -0.953 -3.433 -0.115
24 H -2.360 -2.524 -1.628
25 H -0.713 -1.914 -2.063
26 H -2.597 -0.091 -2.064
27 H -2.273 -0.051 -0.401
28 H -0.525 0.770 -2.920
29 H -0.875 1.677 -1.418
30 H 1.259 -0.376 -1.739
31 H 1.257 1.143 -1.183

[2]
This record from the OMol25 dataset describes a molecular structure, C38H38Br2N5O7RbS6 in a non-equilibrium geometry. The level of theory is the ωB97M-V functional and the def2-TZVPD basis.

Spin multiplicity: 1
Total charge: -2
Kohn-Sham gap, eV: 6.333
Energy relative to the best compared isomer or geometry (same formula, charge and spin), kcal per mole: 0.0
Calculated total energy, Ha: -9832.7338
Strongest force on any atom, eV Å⁻¹: 1.507

Cartesian coordinates (Å):
1 Rb 1.336 -0.714 -1.750
2 Br 2.544 4.804 4.180
3 C 2.799 3.321 3.016
4 C 3.148 2.099 3.553
5 C 3.307 1.009 2.712
6 C 3.114 1.164 1.342
7 C 2.740 2.398 0.814
8 C 2.590 3.485 1.657
9 N 3.207 0.054 0.485
10 C 4.344 -0.380 0.162
11 C 4.525 -1.511 -0.775
12 C 5.695 -1.568 -1.526
13 C 5.864 -2.601 -2.430
14 C 4.868 -3.555 -2.532
15 C 3.737 -3.414 -1.739
16 N 3.559 -2.427 -0.872
17 H 3.266 1.987 4.622
18 H 3.510 0.022 3.104
19 H 2.565 2.490 -0.251
20 H 2.292 4.446 1.261
21 H 5.294 0.070 0.475
22 H 6.431 -0.781 -1.429
23 H 6.743 -2.644 -3.059
24 H 4.932 -4.371 -3.238
25 H 2.925 -4.131 -1.816
26 C -3.345 1.825 -0.668
27 C -2.933 0.456 -1.111
28 C -3.559 -0.195 -2.173
29 C -3.151 -1.459 -2.554
30 C -2.093 -2.003 -1.849
31 Br -1.498 -3.777 -2.280
32 N -1.457 -1.411 -0.877
33 C -1.875 -0.197 -0.500
34 H -4.373 1.818 -0.297
35 H -3.284 2.527 -1.503
36 H -2.703 2.177 0.139
37 H -4.355 0.298 -2.718
38 H -3.589 -1.979 -3.392
39 H -1.334 0.263 0.324
40 O 4.776 0.306 -4.440
41 S 3.400 0.122 -4.005
42 O 3.077 0.872 -2.790
43 O 2.979 -1.269 -3.915
44 C 2.362 0.871 -5.317
45 C 3.107 1.516 -6.294
46 C 2.522 2.167 -7.372
47 C 1.144 2.171 -7.482
48 C 0.388 1.526 -6.513
49 C 0.955 0.874 -5.427
50 S -0.315 0.148 -4.303
51 O -1.575 0.298 -5.016
52 O -0.233 0.946 -3.083
53 O 0.071 -1.237 -4.077
54 H 4.184 1.496 -6.192
55 H 3.147 2.658 -8.108
56 H 0.650 2.665 -8.309
57 H -0.691 1.514 -6.592
58 S -3.786 4.432 6.257
59 C -3.152 3.464 5.044
60 S -1.518 2.863 5.069
61 C -1.744 2.115 3.484
62 N -2.931 2.328 2.997
63 N -3.705 3.079 3.884
64 C -4.991 3.440 3.418
65 C -5.136 3.752 2.071
66 C -6.386 4.084 1.577
67 C -7.488 4.103 2.420
68 C -7.335 3.780 3.760
69 C -6.090 3.444 4.267
70 S -0.461 1.253 2.757
71 H -4.267 3.717 1.430
72 H -6.495 4.326 0.527
73 H -8.465 4.363 2.029
74 H -8.193 3.784 4.420
75 H -5.957 3.193 5.309
76 C -2.781 -2.993 3.193
77 C -1.700 -2.302 2.371
78 C -0.337 -2.393 3.048
79 S 1.041 -2.052 1.910
80 O 2.255 -2.057 2.776
81 C 1.035 -3.629 0.980
82 C 2.142 -4.580 1.410
83 C 1.892 -5.245 2.755
84 H -3.758 -2.913 2.716
85 H -2.856 -2.542 4.185
86 H -2.556 -4.055 3.325
87 H -1.940 -1.244 2.246
88 H -1.663 -2.726 1.364
89 H -0.166 -3.357 3.535
90 H -0.233 -1.601 3.792
91 H 1.122 -3.381 -0.077
92 H 0.047 -4.077 1.116
93 H 3.082 -4.026 1.434
94 H 2.241 -5.340 0.629
95 H 1.871 -4.500 3.550
96 H 2.684 -5.961 2.991
97 H 0.943 -5.787 2.760

[3]
This record from the OMol25 dataset describes a molecular structure, C21H13Cl3FN7O9ReS. The level of theory is the ωB97M-V functional and the def2-TZVPD basis.

Spin multiplicity: 2
⟨S²⟩: 0.902
Kohn-Sham gap (alpha / beta), eV: 6.482 / 6.888
Energy relative to the best compared isomer or geometry (same formula, charge and spin), kcal per mole: 3.3
Calculated total energy, Ha: -3825.1736
Strongest force on any atom, eV Å⁻¹: 0.384

Cartesian coordinates (Å):
1 Re 0.803 -1.154 1.398
2 S -0.394 -2.913 0.931
3 C -2.007 -2.179 0.909
4 N -3.021 -2.990 0.711
5 N -4.234 -2.578 0.499
6 C -4.724 -1.348 -0.048
7 C -4.079 -0.728 -1.110
8 C -4.657 0.395 -1.678
9 C -5.862 0.894 -1.196
10 C -6.498 0.260 -0.141
11 C -5.929 -0.868 0.436
12 N -2.133 -0.859 1.143
13 N -1.026 -0.267 1.427
14 C -1.163 1.154 1.577
15 C -1.942 1.871 0.676
16 C -2.018 3.248 0.802
17 C -1.334 3.895 1.822
18 C -0.568 3.165 2.721
19 C -0.471 1.789 2.597
20 H -4.894 -3.340 0.503
21 H -3.136 -1.107 -1.489
22 H -4.160 0.880 -2.510
23 H -6.305 1.773 -1.647
24 H -7.436 0.640 0.241
25 H -6.414 -1.368 1.267
26 H -2.456 1.347 -0.116
27 H -2.609 3.818 0.095
28 H -1.396 4.972 1.916
29 H -0.038 3.669 3.519
30 H 0.123 1.209 3.291
31 O 7.361 -0.551 -2.712
32 N 6.749 0.214 -1.995
33 O 6.966 1.405 -1.899
34 C 5.676 -0.349 -1.169
35 C 4.961 0.481 -0.345
36 C 3.940 -0.056 0.420
37 C 3.586 -1.435 0.396
38 O 2.698 -1.989 1.133
39 C 4.364 -2.210 -0.508
40 C 5.395 -1.704 -1.251
41 N 4.038 -3.631 -0.716
42 O 4.974 -4.388 -0.898
43 O 2.870 -3.947 -0.742
44 N 3.258 0.880 1.292
45 O 2.153 0.602 1.800
46 O 3.772 1.942 1.517
47 H 5.190 1.533 -0.297
48 H 5.961 -2.348 -1.907
49 F 0.998 -1.192 3.249
50 Cl 1.343 2.350 -1.467
51 C 0.923 0.881 -2.369
52 Cl -0.199 1.287 -3.656
53 Cl 2.389 0.147 -3.050
54 C 0.290 -0.149 -1.387
55 O -0.791 -0.634 -1.582
56 O 1.112 -0.419 -0.405

[4]
This record from the OMol25 dataset describes C5H12 in the gas phase in a non-equilibrium geometry. The level of theory is the ωB97M-V functional and the def2-TZVPD basis.

SMILES: CCC(C)C
Spin multiplicity: 1
Kohn-Sham gap, eV: 11.241
Energy relative to the best compared isomer or geometry (same formula, charge and spin), kcal per mole: 43.3
Calculated total energy, Ha: -197.6401
Strongest force on any atom, eV Å⁻¹: 4.104

Cartesian coordinates (Å):
1 C -1.991 -0.196 -0.708
2 C -0.944 -0.416 0.285
3 C 0.594 0.195 -0.158
4 C 0.916 1.531 0.444
5 C 1.616 -0.945 0.153
6 H -2.945 -0.649 -0.237
7 H -1.872 -0.752 -1.725
8 H -2.011 0.823 -0.993
9 H -1.258 -0.079 1.307
10 H -0.995 -1.536 0.326
11 H 0.361 0.479 -1.134
12 H 0.569 2.333 -0.234
13 H 1.947 1.410 0.672
14 H 0.352 1.533 1.365
15 H 1.185 -1.911 -0.267
16 H 1.839 -0.952 1.259
17 H 2.635 -0.869 -0.355